(1)
Entry from the Open Molecules 2025 dataset: C23H33NO6RuSi as an isolated structure in a non-equilibrium geometry (ωB97M-V with the def2-TZVPD basis set).

Values from the calculation:
- LUMO (spin up / spin down): 2.20 / 2.21 eV
- Electronic energy: -48618.6616 eV
- Spin multiplicity: 2
- Molar mass: 548.67 g/mol
- Total charge: -1
- Frontier orbital gap (spin up / spin down): 5.53 / 5.32 eV
- Relative energy (zero: lowest compared OMol25 entry of this formula, charge and spin): 19.49 kcal per mole

The geometry in XYZ format:
```
65
Properties=species:S:1:pos:R:3:forces:R:3
Ru 0.368 -0.136 -0.157 0.95 -0.63 0.56
O 1.726 2.504 -3.107 -0.14 0.12 -0.02
C 1.465 1.788 -1.877 -0.07 -0.19 0.02
O 0.781 0.648 -2.172 -0.06 -0.19 -0.19
C 2.871 1.496 -1.299 0.11 -0.05 -0.13
O 2.829 0.469 -0.315 -0.24 0.02 0.03
C 3.306 0.749 0.989 0.01 0.05 -0.12
C 2.246 1.231 1.993 -0.17 -0.11 0.08
O 2.646 1.953 2.909 -0.03 -0.03 -0.01
O 1.057 0.795 1.830 -0.14 -0.10 0.01
H 1.183 2.008 -3.731 0.03 -0.12 -0.02
H 3.478 1.134 -2.130 0.05 0.02 -0.01
H 3.322 2.410 -0.891 0.01 -0.03 0.02
H 3.680 -0.202 1.377 0.07 0.02 0.02
H 4.129 1.467 0.966 0.00 0.03 -0.01
C 1.677 5.035 0.791 0.05 0.01 0.13
Si 0.978 4.568 -0.883 -0.08 0.06 0.18
C -0.711 5.383 -1.050 -0.09 0.05 -0.03
C 2.110 5.313 -2.172 0.06 -0.05 -0.15
C 0.668 2.713 -0.921 0.12 -0.10 -0.12
H 1.808 6.119 0.879 0.00 -0.03 0.00
H 2.648 4.562 0.966 -0.03 0.01 0.00
H 1.022 4.701 1.600 0.03 0.00 -0.02
H -0.652 6.475 -1.085 0.02 -0.04 0.02
H -1.341 5.103 -0.200 0.00 0.01 -0.04
H -1.211 5.039 -1.960 0.02 0.03 0.02
H 2.313 6.356 -1.906 0.01 -0.03 -0.01
H 1.663 5.281 -3.167 0.03 -0.02 0.03
H 3.057 4.772 -2.228 0.00 0.04 0.00
H -0.388 2.560 -1.161 -0.02 0.04 -0.04
H 0.803 2.373 0.116 -0.08 -0.03 0.00
C 0.936 -2.462 2.368 0.06 0.00 -0.07
C 0.060 -2.820 1.164 -0.09 -0.18 0.09
C -1.402 -2.488 1.550 0.12 0.01 -0.07
C 0.438 -1.973 -0.063 -0.90 1.08 -0.19
C 0.146 -4.305 0.820 -0.02 0.01 -0.03
C -0.648 -4.822 -0.208 -0.03 -0.03 -0.02
C -0.600 -6.161 -0.561 0.02 -0.01 0.02
C 0.256 -7.030 0.106 0.01 0.04 0.02
C 1.052 -6.536 1.126 -0.02 0.03 -0.02
C 0.995 -5.190 1.477 0.00 -0.07 0.02
H 0.840 -1.400 2.581 0.00 0.09 -0.01
H 1.990 -2.660 2.161 -0.02 0.01 0.02
H 0.634 -3.028 3.256 0.03 0.00 -0.03
H -1.461 -1.427 1.802 0.01 -0.01 0.01
H -1.718 -3.081 2.415 0.00 0.01 -0.02
H -2.090 -2.681 0.723 0.00 0.00 0.03
H 0.409 -2.538 -1.003 0.55 -0.09 -0.10
H -1.314 -4.160 -0.748 0.02 0.00 0.01
H -1.231 -6.529 -1.361 0.01 0.01 0.00
H 0.304 -8.076 -0.173 -0.01 0.00 0.01
H 1.728 -7.197 1.656 0.00 0.00 0.00
H 1.627 -4.835 2.280 0.00 0.00 -0.03
O -1.771 0.668 -0.229 -0.34 0.51 0.22
N -2.959 0.201 -0.247 0.23 -0.20 -0.03
C -3.682 0.115 0.896 -0.16 0.00 0.05
C -4.979 -0.353 0.874 0.14 0.06 0.08
C -5.553 -0.763 -0.319 -0.10 -0.02 0.02
C -4.785 -0.698 -1.471 0.16 0.03 -0.08
C -3.491 -0.224 -1.419 -0.19 -0.10 -0.11
H -3.156 0.453 1.776 0.00 0.02 -0.01
H -5.533 -0.389 1.802 0.03 0.00 0.01
H -6.571 -1.123 -0.350 0.02 -0.01 0.00
H -5.184 -1.012 -2.425 0.04 0.00 -0.01
H -2.818 -0.144 -2.259 0.02 0.02 0.02
```
Positions in Å, forces in eV/Å.

=====

(2)
Entry from the Open Molecules 2025 dataset: H12MgO10S as an isolated structure in a non-equilibrium geometry (ωB97M-V with the def2-TZVPD basis set).

Values from the calculation:
- LUMO: -3.43 eV
- Electronic energy: -36944.4948 eV
- Molar mass: 228.46 g/mol
- Frontier orbital gap: 3.04 eV
- Relative energy (zero: lowest compared OMol25 entry of this formula, charge and spin): 196.87 kcal per mole

The geometry in XYZ format:
```
24
Properties=species:S:1:pos:R:3:forces:R:3
Mg 0.355 0.870 -0.317 -0.57 -0.47 0.40
S -2.093 -2.216 2.353 -1.61 -1.58 0.12
O -2.416 -3.473 1.759 0.26 -2.34 -0.57
O -1.118 -1.534 1.527 3.04 2.48 -1.83
O -3.324 -1.484 2.463 -1.78 2.31 0.34
O -1.505 -2.275 3.680 0.89 -0.12 1.20
O -2.113 0.781 -2.182 0.54 0.15 0.17
H -2.369 -0.101 -2.453 -0.05 -0.39 0.07
H -2.786 1.351 -2.554 -0.17 0.25 0.00
O 2.846 1.003 1.538 -0.33 0.12 -0.50
H 3.327 0.198 1.733 0.05 -0.38 0.01
H 3.038 1.582 2.275 -0.06 0.23 0.21
O 1.170 3.521 -1.651 -0.05 -0.50 0.35
H 0.566 4.224 -1.889 -0.30 0.21 0.04
H 1.781 3.470 -2.386 0.25 -0.07 -0.20
O -1.341 2.802 1.875 0.36 0.05 -0.46
H -2.254 2.758 2.159 -0.32 -0.26 0.03
H -0.875 3.174 2.623 0.15 0.04 0.22
O 1.226 -3.985 -0.700 0.35 0.23 -0.31
H 0.472 -3.730 -0.168 -0.39 0.14 0.39
H 0.998 -4.851 -1.039 -0.06 -0.21 -0.03
O 1.937 -0.488 -2.621 -0.25 0.41 0.33
H 1.938 -1.437 -2.738 -0.12 -0.47 0.18
H 2.542 -0.162 -3.287 0.16 0.18 -0.15
```
Positions in Å, forces in eV/Å.

=====

(3)
Entry from the Open Molecules 2025 dataset: C21H44GeN4O7SSi3Y as an isolated structure (ωB97M-V with the def2-TZVPD basis set).

Values from the calculation:
- LUMO (spin up / spin down): -0.85 / -2.59 eV
- Electronic energy: -134814.1515 eV
- Spin multiplicity: 2
- Molar mass: 742.45 g/mol
- Frontier orbital gap (spin up / spin down): 7.40 / 5.66 eV
- Relative energy (zero: lowest compared OMol25 entry of this formula, charge and spin): 22.64 kcal per mole

The geometry in XYZ format:
```
82
Properties=species:S:1:pos:R:3:forces:R:3
Y -0.073 -0.154 0.000 0.18 0.45 0.36
N -1.063 1.422 1.723 -0.05 -0.07 -0.02
C -1.673 0.694 2.857 -0.02 0.01 0.01
C -1.856 -0.805 2.568 -0.09 0.04 0.06
O -2.588 -1.465 3.267 0.02 0.03 0.02
O -1.154 -1.247 1.565 0.18 0.12 -0.46
H -0.606 2.264 2.056 0.02 -0.02 0.00
H -1.783 1.746 1.075 0.02 -0.04 -0.02
H -2.638 1.103 3.151 0.01 0.02 0.00
H -1.017 0.775 3.727 0.00 -0.01 0.00
C 2.641 2.488 -3.073 0.01 0.03 0.00
C 1.622 1.829 -2.221 -0.17 -0.02 0.05
N 1.857 0.758 -1.535 -0.06 -0.04 -0.20
O 3.150 0.256 -1.760 -0.01 -0.08 0.16
C 0.205 2.313 -2.160 0.00 -0.10 -0.07
C -0.420 3.281 -3.108 -0.01 0.00 0.01
N -0.437 1.637 -1.284 0.10 -0.21 0.36
O -1.722 1.515 -1.074 -0.07 0.01 -0.03
H 3.513 2.786 -2.475 0.02 -0.01 -0.01
H 2.237 3.362 -3.573 0.00 -0.01 -0.02
H 3.014 1.779 -3.814 0.02 0.00 0.01
H 3.714 0.629 -1.059 0.07 0.05 -0.08
H 0.260 4.090 -3.363 -0.01 0.02 0.02
H -1.318 3.697 -2.653 -0.01 -0.02 0.01
H -0.718 2.784 -4.035 0.04 0.00 -0.02
C -4.237 -3.243 -2.531 0.01 -0.03 0.04
Si -3.225 -2.522 -1.121 0.01 0.02 0.03
C -3.036 -3.772 0.254 -0.02 0.00 -0.03
C -4.035 -0.943 -0.529 0.02 0.01 0.00
Ge -1.082 -2.069 -2.122 -0.09 -0.14 -0.20
Si 0.696 -3.602 -1.613 0.03 0.03 -0.05
C 2.293 -3.041 -2.402 -0.06 0.01 -0.01
C 0.886 -3.782 0.248 -0.08 0.00 0.03
C 0.144 -5.249 -2.324 0.00 0.03 0.01
Si -1.208 -1.143 -4.326 -0.05 -0.07 0.08
C 0.448 -0.461 -4.866 0.00 0.00 0.00
C -1.712 -2.539 -5.476 0.02 0.02 0.03
C -2.534 0.177 -4.275 0.01 0.00 0.00
H -5.236 -3.506 -2.171 0.00 0.00 0.00
H -3.777 -4.149 -2.930 0.00 -0.01 -0.01
H -4.355 -2.533 -3.351 0.00 0.02 0.00
H -4.025 -4.073 0.610 0.00 0.00 0.00
H -2.490 -3.352 1.099 0.00 0.01 -0.01
H -2.523 -4.672 -0.094 0.00 0.00 0.00
H -5.031 -1.168 -0.139 -0.01 -0.01 -0.02
H -4.133 -0.219 -1.339 0.00 0.01 0.00
H -3.467 -0.471 0.274 0.00 -0.02 0.00
H 2.617 -2.054 -2.065 0.01 -0.01 0.03
H 2.183 -2.989 -3.488 0.01 -0.02 -0.01
H 3.089 -3.756 -2.181 0.01 0.00 -0.01
H 0.985 -2.841 0.795 0.03 -0.01 -0.05
H 1.763 -4.392 0.476 0.01 -0.01 0.00
H 0.005 -4.273 0.666 0.01 0.00 0.02
H 0.021 -5.189 -3.407 0.01 0.00 0.00
H -0.805 -5.574 -1.896 0.00 0.00 0.02
H 0.892 -6.018 -2.112 0.01 0.00 0.00
H 1.166 -1.266 -5.031 0.00 -0.02 0.00
H 0.877 0.208 -4.121 0.00 0.04 0.00
H 0.343 0.089 -5.804 0.00 0.00 -0.01
H -0.964 -3.334 -5.482 0.01 0.01 -0.01
H -1.814 -2.167 -6.498 0.00 0.00 -0.01
H -2.665 -2.979 -5.178 -0.01 0.00 -0.01
H -2.364 0.893 -3.469 0.03 0.01 0.00
H -3.514 -0.274 -4.102 0.00 -0.02 -0.01
H -2.582 0.715 -5.226 0.00 0.01 0.00
N 1.712 -0.399 1.782 -0.13 -0.05 -0.02
C 2.799 0.509 1.507 0.09 0.02 0.00
C 4.071 0.021 1.254 -0.03 0.08 0.02
C 5.054 0.888 0.784 0.03 -0.06 -0.01
C 4.759 2.226 0.562 -0.06 -0.10 0.04
C 3.507 2.719 0.904 0.01 0.12 0.00
C 2.526 1.866 1.376 0.00 -0.10 0.01
S 5.918 3.289 -0.305 0.02 0.00 0.01
O 5.392 3.206 -1.667 -0.02 -0.01 -0.01
O 7.199 2.643 -0.119 0.01 0.05 0.00
O 5.745 4.582 0.319 0.03 0.01 -0.01
H 2.063 -1.340 1.933 0.01 0.01 0.00
H 1.212 -0.149 2.632 0.02 0.02 -0.01
H 4.288 -1.033 1.388 0.00 -0.01 -0.01
H 6.051 0.535 0.554 0.00 0.00 0.00
H 3.318 3.777 0.773 -0.02 0.00 0.00
H 1.538 2.245 1.609 -0.01 0.02 0.00
```
Positions in Å, forces in eV/Å.

=====

> The highest electronic energy belongs to which entry?

H12MgO10S